(1)
A structure of composition C29H24CaCl2N3O3P. Source: the Open Molecules 2025 dataset; level of theory: the ωB97M-V functional and the def2-TZVPD basis.

Each line ends with the Mulliken charge.
Cartesian coordinates (Å):
Ca 9.694 12.678 10.747  0.747
C 6.716 6.388 8.125  -0.472
C 7.654 6.488 9.138  -0.656
C 8.401 7.640 9.294  -0.386
C 8.154 8.716 8.446  -0.157
C 7.225 8.635 7.413  -0.077
C 6.520 7.451 7.233  -0.763
P 9.051 10.281 8.786  0.835
C 8.006 11.594 8.018  0.018
C 8.548 12.596 7.222  -0.002
C 7.777 13.705 6.842  -0.691
C 6.450 13.798 7.261  -0.372
C 5.901 12.796 8.015  -0.777
C 6.677 11.739 8.423  -0.053
C 10.560 10.150 7.745  0.356
C 10.736 9.169 6.793  -0.552
C 11.991 9.072 6.124  -0.810
C 13.008 9.968 6.405  -0.845
C 12.826 11.004 7.347  0.674
C 13.845 11.911 7.661  -0.632
C 13.632 12.948 8.524  -1.128
C 12.394 13.010 9.185  0.387
C 11.347 12.116 9.000  -0.111
C 11.597 11.096 8.054  0.177
H 6.170 5.493 7.967  0.416
H 7.778 5.640 9.791  0.392
H 9.114 7.744 10.099  0.389
H 7.141 9.471 6.751  0.566
H 5.824 7.321 6.409  0.387
H 9.588 12.551 6.865  0.261
H 8.231 14.500 6.262  0.466
H 5.848 14.665 6.974  0.440
H 4.847 12.852 8.326  0.318
H 6.255 10.949 9.077  0.367
H 9.921 8.469 6.632  0.411
H 12.171 8.266 5.432  0.393
H 13.982 9.966 5.895  0.311
H 14.775 11.792 7.138  0.340
H 14.414 13.666 8.730  0.391
H 12.263 13.835 9.902  0.230
Cl 7.267 17.702 10.424  -0.198
C 7.850 16.360 9.425  0.423
Cl 8.993 16.875 8.189  -0.160
C 8.486 15.250 10.243  0.774
O 9.687 15.344 10.617  -0.865
O 7.788 14.200 10.374  -0.767
H 6.988 15.971 8.912  -0.005
C 9.396 10.741 15.599  -0.961
N 9.841 12.048 15.110  0.095
C 10.091 13.113 15.912  0.050
C 10.395 14.322 15.381  -1.096
C 10.393 14.453 13.952  0.726
N 10.134 13.408 13.189  -0.208
C 9.852 12.212 13.722  0.287
O 9.631 11.230 13.029  -0.782
N 10.577 15.618 13.349  -0.238
H 9.357 10.773 16.683  0.325
H 10.108 9.967 15.314  0.300
H 8.426 10.436 15.237  0.316
H 10.139 12.978 16.958  0.380
H 10.610 15.169 15.991  0.383
H 10.785 16.472 13.823  0.195
H 10.409 15.643 12.327  0.243

ΔE to the lowest compared entry with this formula, charge and spin ... 0.0 kcal per mole
Orbital gap ... 7.24 eV
Energy ... -93851.78458 eV
E_LUMO ... 0.002 Eh



(2)
A structure of composition C29H24Cl2F4N3O5Re. Source: the Open Molecules 2025 dataset; level of theory: the ωB97M-V functional and the def2-TZVPD basis.

Each line ends with the Mulliken charge.
Cartesian coordinates (Å):
Re 0.021 -0.181 -0.046  1.303
C -0.006 -2.916 1.727  -0.981
C 0.434 -1.865 2.736  -0.680
N 0.174 -0.449 2.322  0.084
C -1.020 0.130 3.012  -0.488
C -2.290 -0.711 2.997  -1.326
C 1.348 0.405 2.579  -1.114
C 1.201 1.754 1.911  -1.383
N 0.436 1.574 0.679  1.613
C 0.014 2.797 0.093  -0.893
C -1.336 3.061 -0.132  0.453
F -2.247 2.147 0.211  -0.238
C -1.757 4.272 -0.650  0.117
F -3.061 4.478 -0.821  -0.290
C -0.852 5.264 -0.964  -0.515
C 0.488 5.013 -0.757  0.127
F 1.397 5.942 -1.053  -0.289
C 0.914 3.806 -0.240  0.558
F 2.233 3.589 -0.090  -0.298
H 0.119 -3.909 2.159  0.498
H 0.607 -2.868 0.826  0.130
H -1.053 -2.794 1.449  0.190
H 1.502 -1.974 2.922  0.516
H -0.084 -2.038 3.680  0.387
H -1.233 1.090 2.544  0.241
H -0.731 0.313 4.054  0.435
H -2.547 -1.037 1.997  0.210
H -3.110 -0.090 3.356  0.426
H -2.219 -1.583 3.646  0.376
H 2.220 -0.120 2.192  0.525
H 1.500 0.554 3.653  0.477
H 2.190 2.180 1.741  0.551
H 0.669 2.468 2.545  0.612
H -1.180 6.218 -1.353  0.530
Cl -0.302 -3.607 -3.641  -0.170
C 1.148 -2.926 -3.038  0.332
C 2.395 -3.304 -3.575  -0.564
C 3.554 -2.752 -3.111  0.639
Cl 5.066 -3.233 -3.786  -0.223
C 3.525 -1.776 -2.081  -0.332
C 4.647 -1.136 -1.530  -0.660
C 4.460 -0.172 -0.569  -1.374
C 3.170 0.180 -0.177  0.384
N 2.083 -0.434 -0.631  -0.228
C 2.265 -1.417 -1.572  0.754
C 1.082 -2.009 -2.021  -0.564
O -0.039 -1.597 -1.426  -0.220
H 2.427 -4.036 -4.369  0.490
H 5.639 -1.397 -1.875  0.468
H 5.300 0.340 -0.122  0.454
H 3.026 1.005 0.501  0.391
O -3.391 -2.097 -0.179  -0.610
C -2.832 -1.137 -0.627  0.019
O -1.835 -0.541 0.083  0.000
C -3.202 -0.520 -1.928  0.348
C -2.420 0.438 -2.554  0.193
C -2.764 0.966 -3.799  -1.720
C -3.925 0.503 -4.365  1.053
O -4.478 0.853 -5.552  -0.500
C -5.703 0.120 -5.661  -0.243
O -5.811 -0.713 -4.509  -0.501
C -4.723 -0.444 -3.734  1.009
C -4.390 -0.978 -2.523  -1.502
H -1.509 0.789 -2.084  0.443
H -2.155 1.708 -4.298  0.489
H -5.688 -0.491 -6.563  0.252
H -6.542 0.816 -5.697  0.268
H -4.996 -1.726 -2.031  0.556

ΔE to the lowest compared entry with this formula, charge and spin ... 50.5 kcal per mole
<S²> ... 0.761
Orbital gap (spin up / spin down) ... 5.99 / 5.92 eV
2S+1 ... 2
Net charge ... +1
Energy ... -83208.87159 eV
E_LUMO (spin up / spin down) ... -0.164 / -0.167 Eh



(3)
A structure of composition C29H24ClN3OPRu. Source: the Open Molecules 2025 dataset; level of theory: the ωB97M-V functional and the def2-TZVPD basis.

Each line ends with the Mulliken charge.
Cartesian coordinates (Å):
Ru 0.292 0.479 -0.183  -0.081
Cl 2.331 1.491 -0.518  -0.267
C -1.123 0.979 -1.181  0.096
O -2.080 1.288 -1.796  -0.312
P 0.929 -1.084 -1.522  1.468
C -0.171 -2.544 -1.691  0.377
C 1.024 -0.433 -3.247  0.825
C 2.569 -1.840 -1.251  0.890
C 2.164 0.265 -3.664  -0.463
C 2.210 0.825 -4.942  -0.764
C 1.109 0.707 -5.795  -0.470
C -0.040 0.031 -5.371  -0.747
C -0.087 -0.532 -4.095  -0.190
H 2.995 0.410 -2.974  0.314
H 3.103 1.369 -5.260  0.414
H 1.138 1.162 -6.786  0.407
H -0.907 -0.046 -6.030  0.428
H -0.987 -1.047 -3.756  0.408
C -1.509 -2.464 -1.280  -0.139
C -2.380 -3.527 -1.539  -0.736
C -1.910 -4.676 -2.181  -0.511
C -0.563 -4.776 -2.541  -0.764
C 0.311 -3.720 -2.279  -0.280
H -1.865 -1.570 -0.761  0.129
H -3.426 -3.457 -1.238  0.404
H -2.591 -5.501 -2.389  0.398
H -0.187 -5.678 -3.027  0.428
H 1.363 -3.812 -2.536  0.411
C 3.311 -2.372 -2.315  -0.364
C 4.552 -2.961 -2.065  -0.795
C 5.052 -3.005 -0.761  -0.515
C 4.309 -2.473 0.297  -0.680
C 3.069 -1.881 0.054  -0.550
H 2.924 -2.337 -3.334  0.500
H 5.118 -3.387 -2.894  0.417
H 6.023 -3.458 -0.567  0.413
H 4.689 -2.521 1.317  0.411
H 2.492 -1.425 0.862  0.240
H -2.195 -2.548 2.924  -0.040
H -1.620 -2.997 2.863  0.038
N -4.146 4.642 8.810  -0.250
C -3.658 4.299 7.800  -0.138
C -3.081 3.933 6.529  0.607
C -2.387 2.720 6.366  -1.008
C -1.837 2.395 5.122  -0.369
C -1.956 3.318 4.076  2.014
C -2.670 4.510 4.218  -0.480
C -3.234 4.818 5.453  -0.866
N -1.306 3.074 2.858  0.294
C -1.082 4.001 1.836  -0.156
C -0.458 3.338 0.818  -1.009
N -0.314 2.006 1.207  0.150
C -0.797 1.875 2.438  -0.402
H -2.277 2.038 7.212  0.474
H -1.298 1.460 4.966  0.298
H -2.792 5.190 3.379  0.332
H -3.786 5.751 5.572  0.481
H -1.383 5.030 1.903  0.399
H -0.111 3.695 -0.136  0.502
H -0.863 0.971 3.027  0.377

<S²> ... 8.801
Orbital gap (spin up / spin down) ... 5.03 / 2.41 eV
2S+1 ... 6
Net charge ... +2
Energy ... -61352.86704 eV
E_LUMO (spin up / spin down) ... -0.270 / -0.410 Eh



(4)
A structure of composition C29H24CrN10O2S5. Source: the Open Molecules 2025 dataset; level of theory: the ωB97M-V functional and the def2-TZVPD basis.

Each line ends with the Mulliken charge.
Cartesian coordinates (Å):
Cr 1.142 2.413 0.507  0.609
O 0.639 9.182 0.874  -0.608
C 0.741 7.989 0.744  0.577
S 2.255 7.096 0.933  -0.164
C 1.618 5.501 0.570  0.182
C 0.308 5.422 0.285  0.073
S -0.559 3.954 -0.138  -0.493
S -0.602 6.921 0.312  -0.167
S 2.748 4.160 0.594  -0.612
C 3.716 -2.441 0.472  -1.329
N 3.604 -0.990 0.455  0.910
C 2.704 -0.243 1.092  -0.475
N 2.704 0.977 0.598  0.229
C 3.664 0.927 -0.368  -0.444
N 4.220 -0.251 -0.500  -0.995
C 2.645 -3.066 -0.391  0.934
C 2.951 -3.752 -1.556  -0.832
C 1.934 -4.255 -2.363  -0.762
C 0.608 -4.058 -2.023  -0.741
C 0.299 -3.368 -0.851  -0.108
C 1.314 -2.892 -0.037  0.291
C -1.088 -3.042 -0.527  0.360
N -2.106 -3.030 -1.313  -0.208
N -3.154 -2.463 -0.590  -0.642
C -2.682 -2.196 0.581  0.781
O -1.382 -2.553 0.702  -0.250
C -3.348 -1.501 1.681  -0.067
C -4.737 -1.512 1.750  -0.876
C -5.371 -0.763 2.726  -0.653
C -4.626 0.008 3.606  -0.929
C -3.237 0.019 3.539  0.567
C -2.456 0.889 4.497  -1.271
N -1.178 1.319 3.964  0.860
C -0.921 2.210 3.000  -0.121
N 0.378 2.267 2.777  -0.196
C 0.881 1.362 3.655  -0.539
N -0.024 0.752 4.387  -0.952
C -2.599 -0.753 2.582  0.183
H 3.620 -2.768 1.508  0.320
H 4.714 -2.690 0.120  0.402
H 2.066 -0.606 1.881  0.537
H 3.930 1.786 -0.962  0.425
H 3.986 -3.885 -1.847  0.411
H 2.183 -4.793 -3.268  0.428
H -0.191 -4.424 -2.653  0.540
H 1.048 -2.348 0.859  0.455
H -5.303 -2.092 1.034  0.531
H -6.451 -0.760 2.788  0.399
H -5.131 0.620 4.343  0.449
H -2.230 0.358 5.421  0.281
H -3.041 1.773 4.754  0.517
H -1.665 2.786 2.470  0.416
H 1.936 1.172 3.764  0.653
H -1.520 -0.743 2.505  0.731
C -2.111 -1.065 -4.464  -1.500
C -0.933 -0.539 -3.717  0.963
C 0.319 -0.364 -4.230  -1.253
C 1.322 0.132 -3.371  1.060
N 1.097 0.422 -2.101  0.389
C -0.132 0.254 -1.597  -0.712
S -0.529 0.587 0.012  -0.140
N -1.122 -0.212 -2.418  0.295
C 2.709 0.363 -3.875  -1.461
H -1.837 -1.304 -5.488  0.397
H -2.911 -0.323 -4.476  0.345
H -2.487 -1.962 -3.971  0.354
H 0.530 -0.600 -5.261  0.444
H -2.036 -0.341 -1.997  0.245
H 2.932 -0.259 -4.740  0.439
H 3.428 0.172 -3.081  0.232
H 2.805 1.410 -4.171  0.285

ΔE to the lowest compared entry with this formula, charge and spin ... 1.7 kcal per mole
<S²> ... 6.029
Orbital gap (spin up / spin down) ... 5.10 / 5.30 eV
2S+1 ... 5
Energy ... -132059.26558 eV
E_LUMO (spin up / spin down) ... -0.023 / -0.024 Eh



Short version: max |F| = 1.6; 1.9; 9.9; 0.4 eV/A, in the order given.